Record 1
Formula: C37H46N9ReS4SbSi4Te
Source: the OMol25 dataset
Level of theory: ωB97M-V/def2-TZVPD

```
103
Properties=species:S:1:pos:R:3:forces:R:3:lowdin_charge:R:1
Re 0.649150 -0.131183 1.518417 0.2402 -0.2443 0.6175 0.784
C 2.932350 3.485517 2.444817 -0.5067 0.5747 -0.0611 -0.085
C 2.630250 2.173417 2.178817 0.3615 -0.3854 -0.0039 -0.096
N 1.394250 1.782517 1.827517 -1.2273 0.9631 0.0934 -0.113
C 0.435250 2.784917 1.729517 1.2563 -0.1808 0.2105 -0.193
C 0.803550 4.106017 2.006617 -0.3846 -0.4223 -0.2086 -0.073
N 2.014450 4.467017 2.360517 0.6366 -0.1740 0.1498 0.090
C -0.886550 2.344217 1.351017 -0.6893 -0.4403 0.0348 -0.212
C -1.921850 3.127317 0.866317 -0.1453 -0.1858 -0.1085 0.058
C -3.100550 2.531217 0.402517 0.4954 -0.5290 0.3054 -0.147
C -3.235450 1.137017 0.523817 0.2762 0.3641 0.0966 0.050
C -2.183450 0.382417 1.011117 -0.0938 0.4958 0.0956 -0.205
N -1.023850 0.982617 1.399617 0.0493 0.4725 -0.4555 -0.054
C -2.092450 -1.062583 1.050817 0.6495 -0.8798 0.1439 -0.180
C -3.160750 -1.947583 0.908017 0.1474 0.5815 -0.0335 -0.086
N -3.038150 -3.254883 0.962817 0.2923 -0.5268 0.1105 0.097
C -1.803150 -3.726683 1.182417 -0.7307 0.1830 -0.1537 -0.082
C -0.711750 -2.901483 1.311917 0.7327 0.0800 -0.0754 -0.095
N -0.811050 -1.561583 1.244017 -1.6524 0.0433 0.0449 -0.067
C -4.106750 3.314317 -0.317083 -0.5580 0.4417 -0.3965 -0.175
C -4.351750 4.661017 -0.040083 0.0670 -0.3451 -0.0246 -0.008
C -5.275150 5.348717 -0.808583 0.1138 0.2132 0.2122 -0.138
N -5.952850 4.808317 -1.806183 -0.2808 0.1732 -0.2389 0.065
C -5.730050 3.531617 -2.074283 -0.0150 -0.1514 -0.0417 -0.133
C -4.829650 2.749717 -1.373283 0.1380 0.0826 0.2357 -0.013
H 3.928550 3.782717 2.737817 0.0792 -0.0876 -0.0093 0.116
H 3.385350 1.398817 2.229417 -0.0568 -0.0419 0.0465 0.103
H 0.067050 4.893617 1.941217 -0.1562 0.0714 -0.0109 0.118
H -1.779750 4.191417 0.757617 0.0265 0.0763 -0.0327 0.118
H -4.141950 0.653217 0.196117 -0.0406 -0.0600 -0.0394 0.118
H -4.162150 -1.571583 0.751117 -0.0816 0.1602 -0.0185 0.119
H -1.701750 -4.798483 1.259117 0.1782 -0.0630 0.0116 0.121
H 0.274350 -3.319783 1.473817 0.1529 -0.0547 0.1716 0.017
H -3.846450 5.159917 0.771217 0.0453 0.0911 0.1112 0.109
H -5.485950 6.392717 -0.614083 0.0513 0.0600 0.0912 0.109
H -6.302750 3.123317 -2.897883 0.0404 -0.1300 -0.0260 0.110
H -4.673650 1.724017 -1.666083 0.0399 -0.1422 -0.0552 0.093
S 2.014150 -4.610883 3.058817 -0.2087 -0.0234 -0.7816 -0.295
Sb 3.759750 -3.757983 1.755117 0.2824 -0.5616 2.1810 0.249
S 2.678550 -1.339483 1.314617 -0.1602 0.8841 -0.0756 -0.160
S 2.706250 -1.583183 -0.744783 0.1589 -0.0269 -0.3768 -0.120
S 4.970650 -2.930583 3.578217 -0.0095 -0.0503 -0.9632 -0.364
N 4.814250 -4.236083 10.526117 0.2261 -0.2010 0.3168 0.162
C 4.250450 -3.701483 9.683917 0.2122 -0.2495 0.3279 -0.192
C 3.537950 -3.030083 8.663617 -0.4715 0.5142 -0.6243 -0.230
C 2.882850 -1.833083 8.958817 0.0711 -0.1343 -0.0763 -0.020
C 2.195650 -1.160583 7.968417 -0.0945 0.0261 -0.1953 -0.007
C 2.144950 -1.673783 6.671017 0.5899 -0.5879 0.9353 -0.153
C 2.788350 -2.875983 6.386317 -0.2895 0.2693 -0.1670 -0.017
C 3.483650 -3.545283 7.370017 -0.0047 0.1430 0.3235 0.011
N 1.469250 -0.961583 5.660617 -0.3937 0.3131 -0.7175 0.021
C 0.820250 0.239517 5.792617 -0.3131 0.5569 -0.1574 -0.027
C 0.384050 0.593517 4.554817 -0.0896 0.2747 0.6447 -0.116
N 0.747150 -0.373183 3.663117 0.1597 -0.1749 -0.4516 -0.096
C 1.391450 -1.290483 4.353317 0.2433 -0.4267 0.0015 -0.122
H 2.922450 -1.430483 9.961917 -0.0064 -0.0104 -0.0202 0.121
H 1.701850 -0.236583 8.224617 -0.0164 0.0680 -0.0033 0.099
H 2.765350 -3.305183 5.401617 0.0448 -0.1118 -0.3765 0.003
H 3.994450 -4.463683 7.130617 0.0381 -0.0941 -0.0702 0.132
H 0.710850 0.764917 6.716717 0.0211 0.0044 0.1850 0.113
H -0.164650 1.468417 4.260617 -0.0567 0.0984 0.0004 0.103
H 1.778150 -2.200083 3.937717 0.2991 -0.5170 -0.1791 0.010
C 0.009050 2.053317 -5.953583 -0.0664 -0.1436 0.6687 -0.213
Si 0.050350 1.932817 -4.047383 -0.0764 0.5739 -0.4360 0.370
C -1.587750 2.593217 -3.304683 0.5537 -0.3883 -0.2251 -0.206
C 1.447050 3.090817 -3.444083 -0.4001 -0.6067 0.0249 -0.233
Si 0.369150 -0.373083 -3.397383 -0.3716 0.0492 -0.0599 0.231
Te 1.233850 0.309517 -1.049883 0.5340 -0.2631 -0.6584 0.719
Si 2.236450 -1.415583 -4.547583 0.5116 -0.1926 -0.2809 0.411
C 1.792950 -1.499683 -6.407983 -0.0430 0.1178 0.7335 -0.206
C 2.613750 -3.184583 -3.928383 -0.2887 0.7557 -0.0269 -0.207
C 3.761650 -0.295283 -4.291083 -0.6957 -0.3358 0.0714 -0.210
Si -1.686350 -1.626483 -3.580583 -0.3903 -0.2846 -0.1532 0.422
C -1.532350 -3.464083 -3.070683 0.1430 0.7794 -0.1242 -0.197
C -3.154350 -0.855283 -2.620083 0.6327 -0.0911 -0.2341 -0.201
C -2.067050 -1.506283 -5.449683 0.1728 -0.0207 0.6392 -0.210
H -0.251750 3.051217 -6.290783 -0.0690 0.2619 0.0543 0.028
H -0.710950 1.365617 -6.381283 -0.1904 -0.1958 -0.1099 0.009
H 0.979650 1.814717 -6.374683 0.2538 -0.0772 -0.0382 0.015
H -1.700850 3.664917 -3.442883 0.1273 0.2011 -0.1013 0.035
H -1.627550 2.399317 -2.235783 -0.0199 -0.0758 0.2658 0.006
H -2.450350 2.116717 -3.757583 -0.1905 -0.1621 -0.0978 0.014
H 1.335050 4.105117 -3.817083 -0.2081 0.1038 -0.1926 0.031
H 2.417250 2.726517 -3.764883 0.2329 -0.1027 -0.0427 0.016
H 1.461450 3.139517 -2.358283 0.0421 0.0341 0.1412 -0.019
H 1.026750 -2.242983 -6.597383 -0.1857 -0.1946 0.0131 0.013
H 2.653150 -1.766583 -7.012983 0.2966 -0.0692 0.0205 0.031
H 1.421150 -0.549283 -6.772083 -0.0886 0.2590 -0.0776 0.005
H 1.765350 -3.846683 -4.069883 -0.1990 -0.0918 -0.0199 0.016
H 2.853350 -3.171083 -2.869183 0.0219 -0.0710 0.1000 -0.037
H 3.460850 -3.618783 -4.453383 0.1419 0.0914 -0.1900 0.034
H 3.661150 0.642317 -4.827883 -0.0823 0.2026 -0.1224 0.018
H 4.682750 -0.768483 -4.616683 0.0894 -0.2058 -0.1029 0.032
H 3.864650 -0.067083 -3.233583 0.0878 0.0605 0.1977 -0.002
H -1.203250 -3.562583 -2.040483 0.1080 0.0133 0.2078 0.013
H -0.815450 -3.982683 -3.698983 0.1814 -0.0769 -0.1111 0.015
H -2.482250 -3.985083 -3.157283 -0.2263 0.0675 -0.0821 0.032
H -2.847150 -0.541183 -1.627683 0.0941 0.0550 0.1845 -0.012
H -3.973350 -1.559983 -2.503483 -0.0565 -0.2336 -0.0671 0.037
H -3.537650 0.016817 -3.140283 -0.0239 0.1985 -0.1360 0.009
H -1.233250 -1.870183 -6.039083 0.2083 -0.1013 -0.1326 0.006
H -2.245050 -0.476383 -5.741383 -0.0362 0.2579 -0.0247 0.013
H -2.943150 -2.081483 -5.731083 -0.2071 -0.1633 0.0561 0.031
```
Positions in Å, forces in eV/Å.

The expectation value of S² is 0.865. The multiplicity is 2. The charge is 0. The value obtained for the lowest unoccupied orbital energy (spin up / spin down) is -2.05 / -2.00 eV. As for the molecular weight: 1293.0 g/mol.

---

Record 2
Formula: C5H6O
Source: the OMol25 dataset
Level of theory: ωB97M-V/def2-TZVPD

```
12
Properties=species:S:1:pos:R:3:forces:R:3:lowdin_charge:R:1
C 0.851549 -0.489667 -1.882936 -0.0188 -0.0379 -0.0350 -0.073
C 0.479286 0.597088 -0.892206 0.1866 0.1177 -0.2866 -0.237
C -0.890845 0.757290 0.983066 0.1766 -0.4934 0.1454 -0.065
O -0.193267 -0.040041 0.216345 -0.1656 0.3101 0.3465 -0.122
C -1.210076 0.027809 2.182486 -0.0724 0.0104 0.3817 -0.132
C -1.354819 -0.389000 3.309673 -0.0052 0.1302 -0.3493 0.126
H 1.660442 -0.161034 -2.543563 -0.1638 0.0133 0.1172 0.078
H -0.002049 -0.779777 -2.503608 0.1168 0.0177 0.1437 0.077
H 1.196786 -1.372432 -1.331446 -0.0219 0.1844 -0.1568 0.081
H -0.171795 1.380843 -1.296891 0.1165 -0.2285 0.0822 0.115
H 1.366054 1.071759 -0.458342 -0.1131 -0.0843 -0.1690 0.120
H -1.466461 -0.762411 4.305264 -0.0357 0.0603 -0.2200 0.032
```
Positions in Å, forces in eV/Å.

The charge is 0. The value obtained for the lowest unoccupied orbital energy is 0.00 eV. As for the molecular weight: 82.1 g/mol.

---

Record 3
Formula: CN2O3S
Source: the OMol25 dataset
Level of theory: ωB97M-V/def2-TZVPD

```
7
Properties=species:S:1:pos:R:3:forces:R:3:lowdin_charge:R:1
C 1.278751 0.016435 -0.206893 1.7854 -0.6476 -1.5310 -0.572
N -1.948265 -0.006440 -1.093005 0.2508 -0.5141 -0.7835 0.201
N 0.292819 0.065691 0.615552 0.4881 0.7805 -1.1341 -0.435
O -2.081794 0.599097 -0.167980 -3.1338 -0.1604 -1.5309 0.030
O 0.533530 -1.126559 1.032586 -0.8165 -1.8716 1.6870 -0.026
O -0.633078 0.835679 0.853710 2.4260 1.3786 2.9144 0.005
S 2.558037 -0.383902 -1.033971 -0.9999 1.0347 0.3781 0.798
```
Positions in Å, forces in eV/Å.

The charge is 0. The value obtained for the lowest unoccupied orbital energy (spin up / spin down) is -0.63 / -1.60 eV. As for the molecular weight: 120.1 g/mol.

---

Record 4
Formula: C4H10NO
Source: the OMol25 dataset
Level of theory: ωB97M-V/def2-TZVPD

```
16
Properties=species:S:1:pos:R:3:forces:R:3:lowdin_charge:R:1
C -1.531513 1.795923 0.258715 1.8828 0.0667 0.8356 -0.042
C -0.439403 0.759742 0.031111 -2.0639 -0.4235 -1.1557 -0.084
C -0.377391 -0.399077 0.673259 -0.3647 -0.0319 0.3608 -0.089
N 0.199418 -1.560369 0.088349 0.2097 0.4597 0.7264 0.046
C 0.124159 -2.745728 0.576952 0.5333 1.4178 -1.1955 0.193
H -2.113192 1.594001 1.154495 -0.1818 -0.0277 -0.1689 0.084
H -2.117275 1.871444 -0.647623 -0.2816 -0.1781 -0.0837 0.092
H -1.033742 2.758274 0.382037 -0.2092 0.2283 0.0327 0.087
H 0.008042 0.804648 -0.949119 0.4693 0.1938 0.0113 0.093
H -0.889278 -0.574329 1.611227 0.0206 -0.1744 -0.0153 0.135
H 0.709937 -1.411055 -0.781091 0.0455 0.0830 -0.0334 0.171
H -0.407956 -2.833529 1.509460 0.0397 -0.6733 0.0963 0.125
H 0.641254 -3.449264 -0.060059 -0.3040 -0.8224 0.6550 0.127
H 2.484695 1.250743 -0.497760 0.1413 0.0732 -0.2537 0.060
H 2.568229 1.303144 -2.038636 0.4099 0.3560 -0.4132 0.050
O 2.174018 0.835428 -1.311311 -0.3469 -0.5474 0.6013 -0.048
```
Positions in Å, forces in eV/Å.

The charge is +1. The value obtained for the lowest unoccupied orbital energy is -5.07 eV. As for the molecular weight: 88.1 g/mol.

---

For reference, ΔE to the lowest compared entry with this formula, charge and spin by record: 1.864, 4.304, 5.551, 1.566 eV.